123
Properties=species:S:1:pos:R:3:mulliken_charge:R:1 method="wB97M-V/def2-TZVPD" total_charge=0 homo_lumo_gap_ev=7.38 homo_energy_ev=-7.44 e_tot_ev=-218048.7665
O -0.906 1.049 1.549 0.165
S 0.002 1.141 0.299 0.823
O 0.934 2.333 0.675 -0.543
O -0.747 1.160 -1.269 -0.394
C 0.086 0.301 -2.177 -0.550
I 1.711 1.675 -2.665 0.257
C -0.769 0.247 -3.565 -0.854
C -0.636 -1.136 -4.435 0.321
C -2.078 -1.625 -5.128 -0.967
C -2.193 -3.265 -5.240 0.640
F -2.929 -3.553 -6.526 -0.251
F -0.896 -3.970 -5.353 -0.280
C -3.067 -3.975 -4.050 0.670
F -3.584 -5.275 -4.622 -0.276
F -4.275 -3.222 -3.624 -0.228
F -2.268 -4.369 -2.850 -0.231
C 0.327 -1.026 -1.257 1.333
C -0.930 -2.058 -1.063 0.291
C -1.861 -1.825 0.260 -0.310
C -3.127 -0.803 0.066 0.409
C -3.856 -0.222 1.456 -0.437
C -5.127 0.838 1.441 -0.391
C -5.712 1.343 -0.008 -0.489
C -5.050 0.785 -1.428 -0.613
C -3.781 -0.292 -1.344 0.100
P 1.797 -2.195 -1.547 -0.183
O 3.198 -1.431 -2.221 -0.493
O 1.451 -3.545 -2.575 -0.444
O 0.731 -0.404 0.051 -0.003
H -0.328 1.109 -4.265 0.588
H -1.919 0.543 -3.437 0.213
H 0.143 -0.939 -5.311 0.473
H -0.297 -2.042 -3.777 -0.305
H -3.007 -1.201 -4.556 0.304
H -2.044 -1.219 -6.235 0.385
H -0.610 -3.208 -1.030 0.644
H -1.669 -1.995 -2.000 -0.956
H -1.294 -1.520 1.236 -0.030
H -2.347 -2.889 0.500 0.500
H -3.435 -0.595 2.503 0.011
H -5.604 1.226 2.450 0.313
H -6.613 2.121 -0.044 0.243
H -5.464 1.149 -2.465 0.289
H -3.364 -0.680 -2.365 0.006
H 3.505 -0.628 -1.707 0.300
H 1.890 -3.477 -3.478 0.275
C 4.093 2.285 1.572 0.814
C 4.315 3.514 2.450 -0.384
O 5.685 3.863 2.263 -0.369
S 6.128 3.473 0.743 0.988
O 6.039 4.664 -0.073 -0.479
O 7.315 2.652 0.809 -0.559
O 4.855 2.518 0.389 -0.188
H 4.480 1.381 2.054 -0.065
H 3.038 2.140 1.324 -0.355
H 4.108 3.316 3.504 0.351
H 3.703 4.356 2.111 0.318
C 5.043 6.903 -2.666 -0.263
C 5.039 7.484 -4.077 -0.336
O 4.103 6.693 -4.805 -0.311
S 2.925 6.199 -3.790 1.040
O 1.801 7.097 -3.933 -0.555
O 2.804 4.764 -3.895 -0.464
O 3.686 6.556 -2.393 -0.274
H 5.644 5.989 -2.618 0.235
H 5.410 7.618 -1.925 0.322
H 6.025 7.445 -4.546 0.305
H 4.679 8.518 -4.076 0.291
C -3.315 4.771 3.554 -0.423
C -1.872 5.262 3.638 -0.425
O -1.099 4.099 3.927 -0.330
S -1.807 2.805 3.231 1.068
O -1.143 2.550 1.972 -0.603
O -1.997 1.790 4.241 -0.696
O -3.248 3.498 2.914 -0.222
H -3.741 4.629 4.552 0.311
H -3.950 5.453 2.982 0.314
H -1.734 6.020 4.413 0.338
H -1.535 5.660 2.675 0.277
C 0.215 -1.032 6.658 -0.062
C 0.165 0.353 6.019 0.204
O 0.526 1.257 7.061 -0.334
S 1.582 0.519 8.061 1.025
O 2.919 0.917 7.680 -0.496
O 1.084 0.628 9.412 -0.565
O 1.337 -1.006 7.539 -0.355
H -0.682 -1.224 7.255 0.249
H 0.332 -1.826 5.915 0.176
H -0.825 0.594 5.625 0.089
H 0.907 0.445 5.220 0.176
C -1.877 -4.893 5.617 -0.350
C -3.304 -4.653 5.133 -0.384
O -3.277 -3.367 4.517 -0.335
S -1.809 -3.131 3.847 1.114
O -1.897 -3.456 2.441 -0.612
O -1.281 -1.878 4.334 -0.427
O -1.033 -4.349 4.603 -0.330
H -1.680 -4.354 6.549 0.250
H -1.663 -5.956 5.761 0.339
H -4.030 -4.674 5.949 0.328
H -3.591 -5.386 4.372 0.300
C 7.743 -0.257 5.268 -0.341
C 7.739 0.325 3.857 -0.223
O 6.803 -0.467 3.129 -0.322
S 5.625 -0.961 4.144 1.071
O 4.501 -0.062 4.001 -0.376
O 5.504 -2.396 4.039 -0.595
O 6.386 -0.604 5.541 -0.315
H 8.344 -1.170 5.316 0.291
H 8.110 0.459 6.009 0.310
H 8.725 0.285 3.388 0.344
H 7.379 1.359 3.858 0.157
C -5.564 -6.173 -8.702 -0.257
C -4.527 -5.056 -8.633 -0.152
O -4.372 -4.607 -9.978 -0.321
S -5.794 -4.773 -10.759 1.105
O -6.471 -3.495 -10.742 -0.542
O -5.565 -5.526 -11.970 -0.532
O -6.520 -5.747 -9.672 -0.319
H -5.114 -7.107 -9.055 0.295
H -6.049 -6.346 -7.738 0.289
H -3.571 -5.398 -8.229 0.242
H -4.894 -4.214 -8.036 0.193

81
Properties=species:S:1:pos:R:3:mulliken_spin:R:1 method="wB97M-V/def2-TZVPD" spin_multiplicity=5 s_squared=6.06 total_charge=+3 homo_lumo_gap_ev="6.03 / 3.46" homo_energy_ev="-15.76 / -15.74" e_tot_ev=-176085.4785
Ru -1.161 -0.497 0.383 2.553
S -2.812 -0.144 2.055 0.336
C -2.321 -1.708 2.471 0.068
N -1.264 -2.214 1.773 0.145
C -0.921 -3.428 2.211 0.194
C 0.184 -4.205 1.752 0.027
C 0.394 -5.405 2.338 0.065
C -0.472 -5.879 3.390 0.237
C -1.553 -5.132 3.867 0.007
C -1.769 -3.909 3.289 0.143
S -2.975 -2.731 3.685 -0.035
H 0.834 -3.826 0.975 0.020
H 1.224 -6.024 2.025 0.002
H -0.269 -6.846 3.834 0.001
H -2.182 -5.508 4.663 0.005
C 1.118 -3.553 -1.956 0.018
C -0.205 -2.846 -1.690 0.195
Ge 0.323 -0.868 -1.568 -0.005
C 0.110 -0.124 -3.343 0.017
C 1.358 -0.368 -4.210 0.002
C 2.114 -0.532 -0.981 0.060
C 2.390 0.247 0.078 0.080
Ge 0.859 0.719 1.193 -0.230
C 0.837 -0.131 2.980 0.042
C 1.978 0.321 3.904 0.004
C 0.165 2.561 1.160 0.035
C 1.009 3.575 1.949 0.007
C 3.743 0.703 0.469 -0.008
C 3.924 1.507 1.588 -0.001
C 5.183 1.940 1.979 0.000
C 6.287 1.567 1.238 0.000
C 6.127 0.769 0.113 0.001
C 4.868 0.341 -0.268 0.004
H 0.889 -4.605 -2.156 0.027
H 1.805 -3.507 -1.111 -0.002
H 1.638 -3.167 -2.832 0.002
H -0.717 -3.212 -0.804 -0.001
H -0.905 -2.865 -2.526 0.003
H -0.081 0.945 -3.241 -0.003
H -0.773 -0.582 -3.793 0.000
H 2.230 0.157 -3.819 0.001
H 1.186 -0.005 -5.222 -0.002
H 1.603 -1.427 -4.295 0.000
H 2.919 -0.897 -1.617 0.004
H 0.893 -1.207 2.816 -0.003
H -0.136 0.101 3.418 -0.001
H 2.957 0.061 3.507 0.000
H 1.863 -0.187 4.862 0.002
H 1.958 1.391 4.104 -0.001
H -0.847 2.513 1.572 0.002
H 0.095 2.849 0.111 -0.002
H 1.156 3.280 2.988 0.000
H 0.486 4.532 1.960 0.002
H 1.980 3.738 1.489 0.000
H 3.064 1.811 2.172 0.002
H 5.301 2.565 2.855 0.000
H 7.275 1.896 1.533 0.000
H 6.992 0.482 -0.471 0.000
H 4.774 -0.276 -1.153 0.003
C -2.153 3.266 -3.365 -0.002
C -1.406 2.969 -2.063 0.004
Sb -2.338 1.352 -1.026 -0.026
C -3.899 2.278 0.097 0.001
C -4.490 3.500 -0.609 -0.001
C -3.343 0.091 -2.443 -0.004
C -4.769 0.554 -2.745 -0.001
H -1.660 4.101 -3.865 0.000
H -3.189 3.557 -3.193 0.000
H -2.138 2.420 -4.054 0.000
H -1.452 3.792 -1.350 0.001
H -0.362 2.713 -2.227 0.001
H -3.475 2.548 1.066 0.001
H -4.640 1.496 0.260 -0.005
H -3.745 4.274 -0.796 0.000
H -5.252 3.939 0.035 0.000
H -4.971 3.240 -1.551 0.000
H -3.324 -0.914 -2.022 0.008
H -2.715 0.092 -3.332 0.000
H -5.411 0.526 -1.865 0.000
H -5.207 -0.111 -3.489 0.001
H -4.791 1.561 -3.159 0.000

95
Properties=species:S:1:pos:R:3:mulliken_charge:R:1 method="wB97M-V/def2-TZVPD" total_charge=0 homo_lumo_gap_ev=5.43 homo_energy_ev=-6.42 e_tot_ev=-67585.8961
C 0.686 4.405 -0.283 -1.259
N 0.755 3.214 0.592 -0.071
O 0.887 2.104 0.043 0.284
O 0.892 3.513 1.818 -0.533
H 1.254 4.125 -1.170 0.447
H 1.174 5.302 0.097 0.442
H -0.322 4.764 -0.491 0.282
C 0.165 -0.093 -0.471 -0.285
N -0.205 0.213 0.954 0.897
O -1.056 -0.437 1.563 0.004
O 0.291 1.182 1.538 -0.393
H -0.552 -0.632 -1.089 0.419
H 1.186 -0.469 -0.399 0.153
H 0.328 0.911 -0.860 -0.340
C -1.262 -2.838 -1.256 -1.544
N -1.434 -4.014 -0.372 1.685
O -0.537 -4.207 0.448 -0.543
O -2.315 -4.815 -0.684 -0.781
H -0.915 -3.034 -2.271 0.452
H -0.598 -2.060 -0.879 -0.910
H -2.283 -2.459 -1.304 1.241
C 1.634 1.388 -2.379 -1.437
N 2.665 0.520 -1.793 0.569
O 2.312 -0.038 -0.750 0.171
O 3.743 0.414 -2.326 -0.671
H 1.978 1.538 -3.402 0.205
H 1.558 2.316 -1.811 0.980
H 0.692 0.841 -2.385 0.809
C -1.641 -1.845 3.046 -0.916
N -2.014 -2.710 1.922 0.445
O -1.394 -2.623 0.837 0.092
O -2.866 -3.543 2.085 -0.686
H -1.015 -1.076 2.595 0.104
H -1.072 -2.418 3.778 0.314
H -2.564 -1.344 3.337 0.716
N -0.114 0.110 3.429 1.192
C -1.179 0.801 2.946 0.230
C -2.179 0.824 3.871 -1.369
C -1.735 0.079 4.994 -0.967
C -0.424 -0.229 4.723 -0.868
H 0.761 0.027 2.931 -2.312
H -1.098 1.252 1.968 0.239
H -3.144 1.303 3.791 0.393
H -2.178 -0.054 5.969 0.447
H 0.328 -0.760 5.288 0.564
N -0.318 2.937 -2.884 0.034
C -0.898 1.831 -2.312 1.922
C -1.898 2.243 -1.470 0.143
C -2.032 3.647 -1.572 -1.495
C -1.047 4.050 -2.469 -1.471
H 0.419 2.870 -3.571 0.276
H -0.429 0.863 -2.412 1.007
H -2.363 1.606 -0.732 0.539
H -2.723 4.309 -1.071 0.414
H -0.715 5.020 -2.808 0.451
N 1.733 -2.977 -3.149 -0.224
C 2.360 -2.129 -3.916 -1.779
C 2.040 -0.829 -3.504 -0.956
C 1.052 -0.976 -2.535 1.794
C 0.808 -2.311 -2.379 -0.779
H 1.716 -3.981 -3.251 0.274
H 3.039 -2.528 -4.655 0.425
H 2.340 0.104 -3.958 0.442
H 0.458 -0.275 -1.968 -2.055
H 0.002 -2.845 -1.898 0.112
N 0.835 -2.813 0.718 -0.324
C 0.828 -2.225 1.966 -1.160
C 1.851 -1.265 1.865 -0.540
C 2.477 -1.389 0.552 -1.242
C 1.852 -2.371 -0.104 -1.047
H 0.128 -3.461 0.406 1.175
H 0.166 -2.595 2.735 1.429
H 2.063 -0.500 2.598 2.046
H 3.130 -0.781 -0.056 0.822
H 1.874 -2.620 -1.155 1.111
N -3.073 0.051 -1.603 -0.525
C -2.201 -1.008 -1.434 0.625
C -1.730 -1.249 -2.804 0.062
C -2.299 -0.254 -3.673 -1.205
C -3.001 0.609 -2.855 -0.777
H -3.586 0.543 -0.885 0.402
H -2.116 -1.483 -0.468 0.522
H -1.106 -2.092 -3.063 0.182
H -2.132 -0.149 -4.735 0.421
H -3.590 1.504 -2.996 0.549
N 1.394 2.042 2.201 0.166
C 2.292 1.068 1.832 -1.144
C 2.651 0.440 3.033 -0.598
C 1.983 1.077 4.134 -1.150
C 1.177 2.123 3.576 -0.058
H 0.941 2.528 1.440 0.554
H 2.449 0.803 0.797 0.913
H 3.276 -0.432 3.159 0.662
H 2.193 0.922 5.182 0.576
H 0.539 2.904 3.961 0.589